Entry 1:
DFT (ωB97M-V/def2-TZVPD) results for C36H36N6O5RhS2Te as an isolated structure.

```
87
Properties=species:S:1:pos:R:3:forces:R:3
Rh 1.370 0.833 1.220 0.03 -0.25 -0.33
N 4.667 -1.043 -0.906 -0.01 0.06 -0.02
C 3.757 -0.476 -0.025 0.08 -0.01 0.02
S 2.691 0.720 -0.685 0.06 0.27 -0.06
N 3.836 -0.857 1.213 -0.23 -0.08 -0.11
N 2.847 -0.277 2.011 0.61 0.49 0.02
C 3.202 -0.042 3.224 -0.26 -0.30 0.12
C 2.348 0.473 4.280 0.04 0.30 -0.13
C 2.935 0.791 5.505 0.00 0.02 0.01
C 2.201 1.331 6.545 0.00 -0.01 0.00
C 0.838 1.565 6.345 0.00 0.00 0.00
C 0.225 1.257 5.149 -0.02 -0.10 0.04
C 0.950 0.691 4.077 0.26 -0.42 0.00
O 0.366 0.326 2.983 -0.50 0.84 0.01
H 4.367 -0.980 -1.866 -0.01 -0.04 0.00
H 4.941 -1.975 -0.634 0.04 0.02 0.03
H 4.246 -0.235 3.467 -0.06 -0.26 0.06
H 3.999 0.610 5.630 0.00 0.01 0.00
H 2.673 1.576 7.487 0.00 0.00 0.00
H 0.247 1.998 7.146 0.00 0.02 -0.01
H -0.831 1.442 4.991 0.00 0.01 0.00
O -1.841 1.623 0.770 0.08 0.10 -0.01
C -1.026 2.457 1.148 -0.56 0.33 -0.31
N 0.163 2.753 0.532 0.53 -1.07 1.74
S 1.031 3.765 1.495 0.17 -0.18 -0.35
O 1.968 2.950 2.268 0.08 0.19 0.16
O 1.615 4.894 0.838 -0.25 0.05 -0.07
C -0.299 4.228 2.568 0.13 -0.02 0.13
C -0.365 5.205 3.541 -0.02 -0.03 0.01
C -1.539 5.278 4.282 0.04 -0.03 0.03
C -2.587 4.387 4.052 0.01 -0.02 -0.01
C -2.491 3.409 3.071 -0.02 0.02 0.01
C -1.328 3.352 2.325 0.02 0.02 -0.19
H 0.460 5.884 3.710 0.00 0.00 0.01
H -1.637 6.029 5.057 -0.01 0.02 -0.02
H -3.493 4.471 4.641 0.01 -0.02 0.02
H -3.290 2.707 2.871 -0.01 0.02 -0.03
C 1.727 2.135 -4.197 0.01 0.00 0.03
C 0.895 3.247 -3.559 0.04 -0.17 -0.02
O 0.743 4.296 -4.193 -0.03 0.07 0.02
N 0.407 2.897 -2.352 0.19 -0.24 0.52
Te -0.425 -0.308 -0.801 0.05 -0.41 0.12
C -2.365 -1.124 -1.196 -0.06 0.18 -0.16
C -2.750 -2.423 -0.865 -0.04 0.02 0.08
C -1.952 -3.283 0.073 0.05 -0.01 -0.07
C -3.933 -2.944 -1.397 0.00 0.00 0.01
C -4.761 -2.188 -2.207 0.00 0.01 0.01
C -6.022 -2.765 -2.795 -0.01 0.01 0.02
C -4.402 -0.868 -2.459 -0.01 0.00 0.00
C -3.219 -0.318 -1.978 0.02 -0.04 -0.04
C -2.896 1.113 -2.314 0.01 0.01 0.02
C 0.594 -2.033 -1.576 0.05 0.02 -0.07
C 0.614 -2.211 -2.970 0.00 -0.03 0.00
C -0.229 -1.380 -3.902 0.03 0.04 0.01
C 1.417 -3.203 -3.528 0.00 0.01 -0.01
C 2.212 -4.027 -2.746 -0.03 -0.02 0.00
C 3.115 -5.061 -3.367 0.00 0.01 0.01
C 2.156 -3.865 -1.371 0.00 -0.01 0.00
C 1.356 -2.894 -0.767 -0.05 -0.04 -0.01
C 1.321 -2.902 0.741 0.05 0.03 0.01
H 2.636 2.569 -4.617 -0.01 0.00 -0.02
H 1.157 1.695 -5.021 0.00 0.01 -0.01
H 1.981 1.360 -3.476 -0.03 -0.02 -0.01
H -1.413 -2.665 0.790 -0.01 0.00 0.02
H -1.213 -3.881 -0.465 0.01 0.01 0.00
H -2.612 -3.962 0.617 0.00 -0.01 0.00
H -4.203 -3.970 -1.163 -0.02 0.01 0.03
H -6.150 -3.808 -2.502 0.00 0.00 0.00
H -6.002 -2.721 -3.887 0.00 0.00 0.00
H -6.903 -2.211 -2.464 0.00 0.00 0.00
H -5.054 -0.247 -3.066 0.01 0.00 -0.01
H -3.649 1.528 -2.984 -0.01 0.00 0.01
H -1.914 1.218 -2.783 -0.01 -0.01 -0.02
H -2.851 1.728 -1.414 0.00 0.00 0.00
H -0.219 -0.327 -3.616 0.04 0.01 -0.03
H -1.271 -1.711 -3.876 -0.01 0.02 0.02
H 0.136 -1.464 -4.927 -0.02 -0.03 -0.01
H 1.427 -3.322 -4.608 0.01 0.01 0.00
H 2.874 -5.211 -4.420 0.00 0.00 0.00
H 3.027 -6.022 -2.855 0.00 0.00 0.00
H 4.163 -4.755 -3.306 0.00 0.00 -0.01
H 2.748 -4.516 -0.733 0.01 0.01 0.00
H 2.314 -3.103 1.142 0.01 0.02 0.00
H 0.652 -3.695 1.085 0.01 -0.01 0.00
H 0.972 -1.965 1.167 -0.02 0.00 0.00
N -1.096 4.652 -1.478 -0.14 -0.14 0.88
C -0.355 3.795 -1.744 -0.29 0.74 -2.12
```
Positions in Å, forces in eV/Å.

Results
2S+1: 2
Net charge: -2
Lowest unoccupied orbital energy (spin up / spin down) (Ha): 0.1439 / 0.1439
ΔE to the lowest compared entry with this formula, charge and spin (kcal per mole): 33.95
Calculated total energy (a.u.): -3273.2021
Kohn-Sham gap (spin up / spin down) (eV): 6.018 / 6.042

Charges computed using Löwdin, reported in e: Rh 0.66; N 0.05; C -0.86; S 0.61; N -0.01; N -0.16; C -0.07; C -0.16; C -0.07; C -0.13; C -0.11; C -0.02; C -0.39; O -0.19; H 0.06; H 0.07; H 0.12; H 0.10; H 0.08; H 0.09; H 0.11; O -0.06; C -0.56; N -0.14; S 0.63; O -0.35; O -0.28; C -0.20; C -0.04; C -0.09; C -0.08; C 0.00; C -0.13; H 0.12; H 0.09; H 0.09; H 0.12; C -0.05; C -0.62; O -0.05; N 0.05; Te 1.54; C -0.36; C -0.29; C -0.07; C -0.04; C -0.29; C -0.07; C -0.03; C -0.30; C -0.08; C -0.38; C -0.29; C -0.07; C -0.03; C -0.29; C -0.07; C -0.04; C -0.31; C -0.10; H 0.06; H 0.06; H 0.01; H 0.06; H 0.08; H 0.08; H 0.11; H 0.06; H 0.07; H 0.07; H 0.11; H 0.07; H 0.04; H 0.07; H 0.03; H 0.08; H 0.07; H 0.11; H 0.07; H 0.07; H 0.07; H 0.11; H 0.07; H 0.07; H 0.01; N 0.10; C -0.46

***

Entry 2:
DFT (ωB97M-V/def2-TZVPD) results for C36H37Br2IN6O4Ti as an isolated structure.

```
87
Properties=species:S:1:pos:R:3:forces:R:3
Ti -0.319 -0.040 -0.313 -0.04 0.75 -0.71
Br 1.363 1.498 2.134 -0.17 0.04 -0.02
C 2.947 0.830 1.329 -0.01 -0.25 -0.18
C 4.114 1.432 1.684 0.26 -0.02 -0.04
C 5.338 0.906 1.209 -0.11 0.14 0.11
C 5.333 -0.227 0.458 -0.07 -0.10 -0.06
C 4.116 -0.867 0.102 0.19 -0.12 -0.06
C 4.145 -2.095 -0.610 0.09 0.13 0.07
C 2.984 -2.729 -0.911 -0.27 -0.06 -0.02
C 1.743 -2.117 -0.600 0.16 -0.18 -0.06
C 1.629 -0.907 0.041 0.36 0.08 0.13
C 2.864 -0.313 0.476 -0.08 0.11 0.17
H 4.103 2.289 2.343 0.02 0.00 0.00
H 6.269 1.388 1.478 -0.03 0.01 0.01
H 6.265 -0.670 0.126 -0.02 0.00 0.00
H 5.104 -2.518 -0.887 -0.01 0.02 0.02
H 2.997 -3.683 -1.425 -0.01 0.02 0.01
H 0.850 -2.642 -0.931 -0.02 0.04 -0.10
C 0.284 4.346 -3.126 -0.04 -0.01 -0.12
C 1.379 3.515 -2.499 -0.06 -0.04 0.17
N 0.875 2.845 -1.292 0.20 -0.05 -0.17
C -0.392 2.957 -0.831 -0.20 0.01 0.09
N -0.900 1.972 -0.107 0.24 0.16 -0.05
C -2.237 2.145 0.458 0.07 -0.10 -0.01
C -3.104 3.002 -0.434 -0.13 0.01 -0.06
C -2.411 4.330 -0.633 0.13 0.02 -0.07
N -1.051 4.104 -1.113 -0.03 0.10 -0.06
C -0.446 5.080 -2.019 -0.07 -0.04 0.15
H -0.424 3.703 -3.656 0.01 -0.01 -0.01
H 0.708 5.045 -3.847 -0.01 0.02 0.02
H 2.225 4.148 -2.225 0.02 0.01 0.02
H 1.735 2.745 -3.182 -0.02 0.01 -0.05
H 1.260 1.920 -1.174 -0.02 -0.11 0.09
H -2.171 2.577 1.467 0.03 0.03 0.00
H -2.695 1.161 0.562 0.01 -0.05 -0.02
H -4.094 3.153 0.000 0.02 0.00 0.01
H -3.220 2.493 -1.395 -0.02 0.01 0.00
H -2.392 4.897 0.304 0.01 0.01 0.02
H -2.929 4.940 -1.372 -0.02 -0.02 -0.04
H 0.237 5.742 -1.475 0.03 -0.01 0.02
H -1.252 5.694 -2.415 -0.01 0.01 -0.03
Br -3.148 -5.930 -2.626 -0.03 0.07 -0.06
C -2.195 -5.889 -0.998 0.01 -0.16 0.13
C -1.885 -7.110 -0.409 0.02 0.03 0.04
C -1.186 -7.148 0.786 -0.01 -0.02 -0.02
C -0.793 -5.966 1.397 -0.02 0.05 -0.03
C -1.107 -4.750 0.810 0.06 -0.13 0.03
C -1.815 -4.700 -0.390 0.09 -0.17 0.13
I -2.190 -2.824 -1.186 -0.12 0.14 -0.20
H -2.191 -8.026 -0.895 0.00 0.02 0.00
H -0.945 -8.103 1.234 -0.01 0.02 -0.01
H -0.236 -5.988 2.325 -0.01 0.01 -0.02
H -0.783 -3.826 1.273 -0.02 0.01 -0.02
N -1.069 -0.766 1.427 -0.48 -0.31 0.89
C -1.719 -0.819 2.384 -0.19 -0.01 0.29
N -2.448 -0.869 3.458 0.07 -0.14 0.05
C -3.834 -1.393 3.403 0.22 0.18 0.01
C -4.738 -0.468 4.221 -0.06 -0.09 0.04
C -4.252 0.974 4.112 0.03 0.01 -0.07
C -2.887 1.144 4.798 0.03 0.04 0.09
C -2.044 -0.130 4.670 -0.13 -0.12 -0.21
H -3.845 -2.417 3.774 -0.02 -0.04 0.03
H -4.132 -1.407 2.355 -0.02 0.01 -0.03
H -4.747 -0.780 5.269 0.01 0.02 0.00
H -5.760 -0.574 3.857 -0.01 0.02 0.01
H -4.977 1.663 4.541 -0.01 -0.01 0.02
H -4.164 1.235 3.053 -0.01 0.00 0.00
H -3.021 1.363 5.859 -0.01 0.01 -0.01
H -2.354 1.993 4.367 -0.01 -0.01 -0.02
H -2.196 -0.801 5.515 -0.04 0.00 0.02
H -0.977 0.072 4.604 0.01 0.04 -0.01
O -1.867 -0.035 -1.735 0.64 -0.38 -0.27
C -0.948 0.138 -2.680 0.28 0.13 1.16
O 0.290 0.140 -2.193 -0.54 0.04 -0.75
C -1.249 0.372 -4.016 -0.22 0.20 -0.62
C -0.219 0.619 -4.981 -0.08 -0.03 0.17
C -0.530 0.941 -6.269 -0.10 -0.05 -0.02
C -1.883 1.027 -6.660 -0.03 -0.20 -0.22
C -2.920 0.763 -5.742 0.09 -0.02 -0.05
C -2.611 0.442 -4.454 0.13 -0.02 0.11
N -2.205 1.392 -7.996 0.07 0.99 0.45
O -3.391 1.551 -8.294 -0.09 -0.38 -0.10
O -1.282 1.680 -8.763 0.06 -0.35 -0.14
H 0.815 0.542 -4.673 -0.01 -0.01 0.04
H 0.235 1.129 -7.008 0.00 0.00 0.01
H -3.944 0.824 -6.081 0.00 0.00 0.00
H -3.400 0.239 -3.742 0.03 0.00 0.03
```
Positions in Å, forces in eV/Å.

Results
2S+1: 3
Net charge: 0
Lowest unoccupied orbital energy (spin up / spin down) (Ha): -0.0009 / -0.0010
ΔE to the lowest compared entry with this formula, charge and spin (kcal per mole): 17.84
Calculated total energy (a.u.): -8318.6885
Kohn-Sham gap (spin up / spin down) (eV): 4.931 / 7.913

Charges computed using Löwdin, reported in e: Ti 0.86; Br 0.82; C -0.60; C -0.14; C -0.08; C -0.04; C -0.17; C -0.04; C -0.07; C -0.14; C -0.20; C -0.22; H 0.09; H 0.10; H 0.11; H 0.11; H 0.10; H 0.05; C -0.15; C -0.15; N 0.11; C -0.36; N -0.08; C -0.23; C -0.15; C -0.14; N -0.02; C -0.13; H 0.12; H 0.12; H 0.12; H 0.12; H 0.10; H 0.12; H 0.09; H 0.12; H 0.13; H 0.13; H 0.12; H 0.13; H 0.12; Br 0.73; C -0.74; C -0.14; C -0.08; C -0.09; C -0.16; C -0.73; I 1.18; H 0.10; H 0.11; H 0.10; H 0.08; N 0.09; C -0.20; N -0.07; C -0.11; C -0.17; C -0.18; C -0.16; C -0.11; H 0.13; H 0.13; H 0.12; H 0.12; H 0.11; H 0.11; H 0.11; H 0.11; H 0.13; H 0.12; O -0.33; C -0.56; O -0.18; C -0.17; C -0.03; C -0.02; C -0.17; C -0.02; C -0.02; N -0.39; O 0.01; O 0.01; H 0.11; H 0.11; H 0.11; H 0.11